[1]
Here is a structure of composition C41H58BF2N7O5PtSi2Te2 from the Open Molecules 2025 dataset. Energies are from ωB97M-V/def2-TZVPD.

Output
**E_tot**: -3815.1776 hartree
**Net charge**: +2
**HOMO-LUMO gap (spin up / spin down)**: 4.30 / 4.29 eV
**ΔE to the lowest compared entry with this formula, charge and spin**: 100.30 kcal per mole
**Max |F|**: 2.08 eV/Å
**Highest occupied orbital energy (spin up / spin down)**: -12.03 / -12.03 eV

The geometry in XYZ format:
```
119
Properties=species:S:1:pos:R:3:lowdin_charge:R:1
Pt 0.1926 -0.1073 -0.1085 1.0226
Te 1.2993 -2.2743 -1.0790 1.6073
Te 0.4428 3.2292 -0.2939 1.6906
Si 4.2684 -1.9770 -2.7374 0.4116
Si 0.4879 -5.5305 -1.8717 0.4093
F 1.9870 1.1596 -2.0110 0.1224
F 2.7937 1.1995 0.1156 0.1363
O 1.4814 -1.3849 2.1090 0.0367
O -0.0916 0.4735 7.9360 0.0550
O 0.3697 0.5485 1.7786 -0.1890
O 2.0599 0.8457 7.1759 0.0533
O -1.1286 -2.3323 0.1134 -0.2665
N -3.1728 5.5716 2.4657 0.1005
N -1.7569 0.9294 -0.3983 -0.0603
N -3.9165 4.6230 2.0574 0.0644
N -3.7195 4.4469 0.7159 -0.0706
N -1.8932 -3.6543 1.7855 -0.0620
N -3.3997 2.3648 -0.4204 0.0143
N -3.3498 -2.8020 0.1786 -0.0652
C 1.2136 0.9259 8.3340 -0.0849
C 3.2138 -1.1591 -4.0241 -0.1742
C -2.4446 6.0576 1.3836 -0.2181
C 0.8840 -0.4311 2.5490 -0.5428
C -0.5325 -4.0178 2.1603 -0.0094
C -2.4881 1.7392 0.3548 -0.3702
C -3.6078 -2.0846 -1.0562 -0.0245
C -4.2995 -3.7120 2.2212 -0.1420
C 1.6960 4.6111 -4.1591 -0.0294
C -1.2357 -5.0533 -1.3902 -0.1589
C -0.0138 0.1880 6.6128 -0.2106
C -2.1000 -2.9098 0.6740 -0.4997
C -4.4730 -3.5619 0.7288 -0.1358
C -1.5011 7.0893 1.3137 0.0104
C -0.6763 -0.4584 4.4422 -0.0315
C 5.8724 -1.1245 -2.4241 -0.1638
C 1.6842 -4.3429 -0.9402 -0.4448
C 1.4673 4.3476 -2.8086 -0.2769
C -2.7997 5.3416 0.2561 -0.1956
C 0.7177 -5.2732 -3.6844 -0.1677
C 0.2563 3.5500 -2.3865 -0.3445
C -1.0128 -0.2585 5.7901 0.0353
C 2.7922 5.3611 -4.5455 -0.0599
C 3.3409 -1.7958 -1.0594 -0.5022
C 1.2746 0.4109 6.1562 -0.2024
C -3.2414 1.9336 -1.7253 -0.0284
C -2.9653 -4.3738 2.4795 -0.1395
C 1.6312 0.2092 4.8534 0.0902
C -4.3708 3.3801 0.0291 -0.0392
C 0.9548 -7.2155 -1.3067 -0.1613
C 3.6740 5.8490 -3.5850 -0.0580
C -2.3630 1.9446 1.8217 0.0097
C -2.2411 5.5901 -1.0031 -0.0509
C -2.2250 1.0452 -1.7029 -0.1387
C 2.3486 4.8296 -1.8523 -0.2737
C 4.5194 -3.7544 -3.1854 -0.1701
C 2.0944 4.5569 -0.3910 -0.3360
C -0.9317 7.3356 0.0855 -0.0649
C 3.4572 5.5788 -2.2462 -0.0243
C -1.2996 6.5919 -1.0613 -0.0763
C 0.6124 -0.2373 3.9922 -0.1488
B 1.7326 1.0873 -0.6944 -1.1579
H -0.8396 6.8352 -2.0115 0.1174
H 2.9461 4.0995 0.1095 0.0754
H 1.6009 0.2809 9.1185 0.1424
H 2.9485 -0.1402 -3.7380 0.0238
H 1.6895 -4.5624 0.1324 0.0299
H 3.7332 -1.1092 -4.9844 0.0498
H 3.8049 -2.4186 -0.2907 0.0476
H 4.1498 5.9476 -1.4988 0.1236
H 1.8143 5.4566 0.1552 0.0628
H -0.2020 -4.9080 1.6151 0.0850
H -1.7983 0.4829 -2.5179 0.1196
H -2.6733 -1.7208 -1.4658 0.0622
H -4.3280 -2.7289 2.6966 0.1256
H 0.9011 -7.3079 -0.2195 0.0422
H 5.2163 -3.7952 -4.0276 0.0528
H -1.7539 1.1526 2.2514 0.0578
H -1.3732 -3.9767 -1.4920 0.0094
H 0.5505 -4.2294 -3.9718 0.0340
H 1.0116 4.2260 -4.9066 0.1207
H -1.2522 7.6734 2.1897 0.1246
H -0.2064 8.1316 -0.0182 0.1134
H 3.5966 -4.2405 -3.5128 0.0138
H 1.9746 -7.4610 -1.6132 0.0481
H -4.2725 -1.2365 -0.8763 0.0943
H -4.8920 3.7460 -0.8533 0.1475
H -3.3410 1.9679 2.3000 0.0951
H 4.5299 6.4396 -3.8836 0.1138
H -2.7314 -4.3691 3.5440 0.1285
H -5.0914 2.9451 0.7172 0.1471
H -4.5239 -4.5462 0.2518 0.1364
H -1.4336 -0.8101 3.7497 0.1129
H 1.1549 1.9569 8.6749 0.1418
H 3.4089 -0.7550 -0.7550 -0.0065
H 2.6451 0.3685 4.5114 0.1428
H -4.0795 -2.7530 -1.7792 0.1043
H 2.7110 -4.4082 -1.3058 0.0051
H 2.2865 -1.7212 -4.1840 0.0225
H 0.2916 -7.9678 -1.7406 0.0511
H -3.8711 2.2802 -2.5271 0.1363
H 6.4887 -1.1018 -3.3268 0.0477
H -5.3909 -3.0279 0.4869 0.1302
H -5.1006 -4.3209 2.6375 0.1294
H -2.0126 -0.4295 6.1640 0.1269
H -0.6694 4.0883 -2.5747 0.0424
H 0.1534 -3.1974 1.9710 0.0569
H -1.8663 2.8912 2.0403 0.0757
H 4.9610 -4.3427 -2.3769 0.0476
H -1.9720 -5.5456 -2.0308 0.0575
H 0.0059 -5.8850 -4.2439 0.0498
H -2.5653 5.0612 -1.8905 0.1064
H -0.5152 -4.2445 3.2245 0.1038
H 0.2072 2.5853 -2.8878 0.0618
H 2.9645 5.5643 -5.5942 0.1128
H 5.7195 -0.0932 -2.0971 0.0428
H -2.9863 -5.4191 2.1524 0.1349
H -1.4543 -5.3250 -0.3536 0.0374
H 6.4406 -1.6446 -1.6487 0.0477
H 1.7204 -5.5573 -4.0129 0.0351
```



[2]
Here is an isolated molecule of C2H5N3O from the Open Molecules 2025 dataset. Energies are from ωB97M-V/def2-TZVPD.

Output
**E_tot**: -318.5993 hartree
**Net charge**: 0
**HOMO-LUMO gap (spin up / spin down)**: 8.50 / 8.50 eV
**ΔE to the lowest compared entry with this formula, charge and spin**: 94.88 kcal per mole
**Max |F|**: 0.59 eV/Å
**Highest occupied orbital energy (spin up / spin down)**: -7.89 / -7.90 eV
**SMILES string**: N/C=C(\N)N=O

The geometry in XYZ format:
```
11
Properties=species:S:1:pos:R:3:lowdin_charge:R:1
O -0.4427 2.1676 0.2569 -0.1878
N 1.5741 -0.5446 -0.3423 0.0818
N 0.8028 1.6867 0.2445 -0.0203
N -1.4486 -0.7717 -0.3198 0.1521
C 0.6434 0.4021 0.1114 -0.4383
C -0.7556 0.1114 0.3884 -0.1135
H -1.1682 0.3904 1.3494 0.1314
H 1.9023 -1.1899 0.3676 0.0805
H -2.3629 -1.0860 -0.0385 0.1140
H -1.1078 -1.0642 -1.2235 0.1194
H 2.3631 -0.1019 -0.7943 0.0808
```



[3]
Here is an isolated molecule of C5H8S2 from the Open Molecules 2025 dataset. Energies are from ωB97M-V/def2-TZVPD.

Output
**E_tot**: -991.5332 hartree
**Net charge**: 0
**HOMO-LUMO gap**: 7.13 eV
**ΔE to the lowest compared entry with this formula, charge and spin**: 96.08 kcal per mole
**Max |F|**: 5.04 eV/Å
**Highest occupied orbital energy**: -8.16 eV
**SMILES string**: C/C=C\C(=S)SC

The geometry in XYZ format:
```
15
Properties=species:S:1:pos:R:3:lowdin_charge:R:1
S 2.2184 -0.3792 -1.2491 0.6443
S -0.0283 1.3622 -1.9231 0.7563
C 0.4269 1.0534 0.5105 -0.2658
C 0.2145 0.1759 1.5300 -0.1549
C 0.9892 0.6498 -0.7129 -1.0806
C -1.3223 0.1660 -2.1096 -0.4240
C 0.5928 -1.2563 1.6001 -0.1224
H 0.1298 -1.4281 2.6202 0.0778
H -0.0863 1.9290 0.8686 0.1054
H 0.3716 -2.0141 0.8260 0.0875
H -1.8950 0.8422 -2.7068 -0.0253
H -0.1602 0.4333 2.4890 0.0902
H 1.6300 -1.1980 2.0581 0.1071
H -1.8434 0.4432 -1.0025 0.1110
H -1.2378 -0.7793 -2.7987 0.0935
```



[4]
Here is an isolated molecule of C17H21ClN2O2S from the Open Molecules 2025 dataset. Energies are from ωB97M-V/def2-TZVPD.

Output
**E_tot**: -1778.6104 hartree
**Net charge**: 0
**HOMO-LUMO gap**: 7.88 eV
**ΔE to the lowest compared entry with this formula, charge and spin**: 134.42 kcal per mole
**Max |F|**: 4.95 eV/Å
**Highest occupied orbital energy**: -7.95 eV
**SMILES string**: CC1=C(C(=S)Nc2ccc(Cl)c(/C=N/OC(C)(C)C)c2)CCO1

The geometry in XYZ format:
```
44
Properties=species:S:1:pos:R:3:lowdin_charge:R:1
Cl 3.5115 0.9092 3.2037 0.6955
S -1.2296 -3.8585 -1.5403 0.6990
O -0.9964 2.5417 1.5556 -0.0758
O 1.6428 -0.2877 -3.4541 -0.0204
N -0.5018 1.2344 1.6201 0.0869
N 0.8573 -3.2672 -0.1329 0.0152
C -0.4110 -0.5791 -2.4349 -0.1550
C 0.3784 -1.7684 -2.1681 -0.1911
C -2.6404 3.8957 0.4949 -0.0116
C 0.5552 0.4976 -2.9416 -0.1348
C 1.5253 -0.1713 1.6952 -0.2074
C 0.9234 -1.1820 0.9792 0.0286
C 1.6293 -1.5130 -2.8030 -0.2307
C 3.5024 -1.5393 2.0420 -0.0832
C 2.8238 -2.5419 1.2775 -0.0053
C 0.0609 -2.9302 -1.2272 -0.7840
C 0.7490 1.0872 1.9485 -0.0652
C -3.2090 2.5165 2.6004 -0.0489
C 2.8046 -0.3476 2.2263 -0.6084
C 1.5841 -2.3579 0.6295 -0.2567
C -2.3658 2.6083 1.3063 -0.6107
C -3.0088 1.4367 0.5186 -0.0671
C 2.6886 -2.5069 -3.0782 0.0077
H -2.0333 4.6098 0.9360 0.0547
H 2.9188 -2.6770 -4.1389 0.1022
H 3.3781 -3.5253 1.1289 0.1287
H -4.2033 2.6176 2.4504 0.0271
H -1.0625 -0.7033 -3.2460 0.0986
H -4.1198 1.5676 0.5671 0.0971
H 2.5100 -3.3736 -2.5548 0.0503
H -1.0431 -0.1709 -1.5975 0.1261
H 0.5547 -4.1379 0.3720 0.1505
H -3.7568 4.0955 0.6049 0.1120
H 4.4858 -1.8012 2.4739 0.1170
H 1.3395 1.9480 2.1812 0.0841
H -2.8690 0.4775 1.0145 0.0704
H -2.7502 1.4676 -0.5397 0.0703
H 0.7762 1.1020 -2.0951 0.1049
H -0.0849 -1.1291 0.6086 0.1205
H -3.0948 1.4524 3.0445 0.1175
H 0.1318 1.1867 -3.6520 0.1218
H 3.5790 -1.9840 -2.6880 0.1010
H -2.5808 3.8626 -0.5866 0.0763
H -2.9490 3.2386 3.3993 0.0921
```



[5]
Here is a cluster of 2 separate species, CHF2O4S in total from the Open Molecules 2025 dataset. Energies are from ωB97M-V/def2-TZVPD.

Output
**E_tot**: -937.6517 hartree
**Net charge**: -1
**HOMO-LUMO gap**: 8.05 eV
**ΔE to the lowest compared entry with this formula, charge and spin**: 8.41 kcal per mole
**Max |F|**: 2.34 eV/Å
**Highest occupied orbital energy**: -4.28 eV

The geometry in XYZ format:
```
9
Properties=species:S:1:pos:R:3:lowdin_charge:R:1
S 0.2686 1.3854 -0.0462 0.6538
F 2.0598 -1.0747 -0.4681 0.0950
F 2.9453 -0.1839 1.2273 0.1541
O -1.1901 0.6625 0.6628 -0.3675
O 0.8114 2.5607 0.7321 -0.5151
O -0.3607 1.8069 -1.3150 -0.5188
O 3.3029 0.6965 -0.8258 0.1775
C 2.7446 0.0087 -0.0629 -0.6626
H -1.6683 0.7865 -0.1750 -0.0163
```